42
Properties=species:S:1:pos:R:3:forces:R:3 method="wB97M-V/def2-TZVPD" spin_multiplicity=2 relative_energy_kj_mol=0.0 total_charge=-1 fmax_ev_per_a=5.96 s2=0.754
C -1.58813 -0.24886 1.31868 -0.9 0.1 0.2
C -2.20332 0.77205 0.34112 -0.8 -0.6 -0.2
C -1.54885 2.13959 0.49393 1.6 -0.9 0.1
C -0.42292 -0.94888 0.72162 -0.2 -0.1 0.0
N -0.81124 -1.98838 -0.21710 -0.1 0.2 -0.8
C -1.89171 -2.94201 0.00000 0.3 1.0 0.4
C 0.30490 -2.68544 -0.77464 1.3 0.9 0.1
O 0.79772 -0.91390 1.17336 0.4 0.1 0.5
H -1.42347 0.22209 2.28081 0.8 0.2 0.2
H -2.40768 -0.93353 1.57269 -0.1 -0.4 -0.1
H -2.13023 0.23835 -0.61728 0.3 1.0 0.2
H -3.29761 0.82030 0.46817 0.1 0.2 0.3
H -0.45475 1.92121 0.59467 -0.7 0.3 0.1
H -1.57582 2.82602 -0.35231 -0.6 0.1 0.1
H -1.88496 2.57614 1.45207 0.1 0.2 -0.6
H -2.79926 -2.41692 0.22902 -0.5 0.3 0.7
H -2.12009 -3.34488 -0.97196 0.1 -1.0 -0.3
H -1.66838 -3.68734 0.78394 -0.2 -0.2 -0.3
H 0.01913 -3.38322 -1.54131 -0.3 -0.3 -0.3
H 1.07171 -2.00307 -1.17661 -0.5 0.1 -0.1
H 0.86278 -3.18211 0.00652 0.2 -0.8 0.4
H -3.52055 -1.50031 -1.66341 -1.5 0.6 0.6
H -4.08657 -0.13708 -1.67166 0.0 0.9 -0.1
O -4.35006 -1.00662 -1.39045 1.4 -1.5 -0.6
H 2.43858 2.39414 -2.45204 0.5 -0.4 0.7
H 1.55248 3.57573 -2.37255 0.0 -0.4 -0.2
O 1.73973 2.81171 -2.93618 -0.9 0.8 -1.0
H 2.38944 2.87737 0.25933 -0.2 -0.1 -0.5
H 3.45553 1.88561 -0.14294 -1.5 1.7 -1.0
O 2.85887 2.62831 -0.56157 1.8 -1.7 2.0
H -1.33177 -0.11064 -2.25063 0.9 -1.0 1.1
H -1.21164 1.13887 -3.09567 -1.0 -1.1 0.4
O -1.84067 0.40568 -2.84679 0.3 2.0 -1.7
H 4.54911 0.14965 -0.01422 1.6 -2.3 -5.3
H 4.03442 -0.26436 1.28298 -0.4 0.1 0.1
O 4.33525 0.51079 0.75642 -1.1 2.2 4.9
H 2.33745 -1.58796 1.80468 -2.8 0.4 -0.8
H 3.20292 -1.15238 3.01658 -0.4 -0.4 -0.7
O 3.21478 -1.56404 2.13246 3.0 0.2 1.5
H 1.62914 1.25728 1.71664 0.3 1.9 1.2
H 2.22438 2.62301 2.59601 0.6 -1.0 0.1
O 1.55136 2.22803 2.04760 -1.0 -1.3 -1.4